Entry 1:
Formula: C3H7N5O3
Source: the OMol25 dataset
Level of theory: the ωB97M-V functional and the def2-TZVPD basis

Structure (XYZ):
```
18
Properties=species:S:1:pos:R:3:forces:R:3
C 0.167140 -0.613417 1.498316 -0.43 -3.58 -0.34
N -0.231198 -0.574547 0.122639 1.48 2.62 -1.94
C 0.186004 0.349396 -0.676322 0.80 -0.45 -0.24
N -0.289234 0.394067 -2.005354 -0.95 -1.88 2.37
O 1.207379 1.256732 -0.525153 -0.45 0.38 -0.78
H 1.188117 -0.970401 1.769803 -0.41 0.60 -0.53
H -0.146369 0.224891 2.002057 -0.32 2.13 1.45
H -0.519080 -1.443366 1.791219 0.69 0.50 0.93
H -1.285405 0.205252 -2.042888 0.24 -0.45 0.11
H -0.159824 1.163156 -2.572512 1.20 2.10 -0.84
H 1.692458 1.486761 0.283664 -0.89 -1.05 0.12
N -2.447358 -1.740938 -0.079874 -0.23 -1.65 1.56
N -2.900955 -0.862264 -0.561916 0.48 -1.64 -0.17
O -3.251501 0.004598 -1.244747 -1.20 2.74 -1.28
N 0.531842 -3.093515 -0.715250 0.34 0.11 1.42
C 0.517829 -3.395375 -1.860904 -0.25 -0.71 -0.94
O 0.508249 -3.860847 -2.931883 0.11 0.12 -0.41
H 0.273952 -2.229921 -0.239944 -0.20 0.11 -0.46
```
Positions in Å, forces in eV/Å.

As for the multiplicity: 1. As for the net charge: 0. The calculation puts the calculated total energy at -617.9301 Eh. Its SMILES is C/N=C(/N)O.N#[N+][O-].N=C=O. The largest force on an atom comes out at 3.62 eV Å⁻¹. The energy above the lowest of the compared OMol25 structures with the same formula, charge and spin comes out at 119.80 kJ/mol. For the frontier orbital gap, the calculation gives 0.3680 Eh.

Entry 2:
Formula: C29H52FN3O11PS5
Source: the OMol25 dataset
Level of theory: the ωB97M-V functional and the def2-TZVPD basis

Structure (XYZ):
```
102
Properties=species:S:1:pos:R:3:forces:R:3
C 2.477346 -1.468573 -2.296302 -0.12 -0.15 0.84
P 4.162652 -1.233259 -1.722021 0.94 -0.02 -1.22
C 4.621984 -2.867016 -1.023939 -0.48 0.39 0.54
N 3.941421 -0.278797 -0.155830 -0.32 -0.57 -0.24
N 2.722979 -0.236675 0.376259 0.26 0.24 0.36
C 2.583395 0.428420 1.500487 -0.06 0.08 0.05
C 3.629064 1.096010 2.154197 -0.05 0.31 -0.14
C 3.393040 1.811900 3.440192 -0.18 -1.12 0.45
C 4.128106 1.069803 4.582981 0.11 -0.28 -0.64
F 5.135074 1.853747 5.092335 -0.01 0.20 0.25
C 4.860227 1.046899 1.559402 0.40 -0.03 -0.18
C 4.990208 0.333767 0.379930 -0.35 0.44 0.75
O 6.227967 0.241679 -0.215801 -0.26 -0.06 0.03
C 6.399178 1.081510 -1.210643 -0.23 -1.30 0.93
N 6.548770 1.726711 -2.132322 0.30 1.20 -1.21
H 2.103628 -0.604831 -2.829755 -0.10 0.16 -0.02
H 1.830783 -1.771612 -1.472790 -0.25 0.05 -0.05
H 2.505400 -2.300289 -2.996470 0.18 -0.05 -0.21
H 5.395843 -3.318903 -1.630207 0.06 -0.06 -0.19
H 3.745793 -3.501974 -0.937444 -0.09 -0.18 -0.03
H 5.012203 -2.731741 -0.016752 0.17 -0.04 0.06
H 1.600576 0.479590 1.950282 -0.31 -0.25 -0.35
H 2.332293 1.752450 3.656844 -0.20 0.54 -0.02
H 3.732186 2.837510 3.398699 -0.04 0.23 0.03
H 4.601576 0.168800 4.193935 0.08 -0.13 0.01
H 3.433704 0.741554 5.349195 0.02 0.37 0.37
H 5.711793 1.549631 1.990876 0.21 0.00 -0.05
C -2.155243 3.302814 0.073620 0.16 -0.05 -0.02
C -1.249757 3.028844 -1.135201 -0.09 -0.01 0.05
C -0.533974 1.695782 -0.878659 0.07 0.23 -0.22
S -1.630423 0.735401 0.175480 -0.02 0.70 -0.57
O -0.981926 0.543978 1.454577 0.32 0.49 -0.18
O -2.157688 -0.383663 -0.564815 0.15 -0.01 0.36
C -2.889616 1.993219 0.347120 -0.05 0.27 0.12
H -2.852341 4.115617 -0.119010 -0.01 0.00 0.02
H -1.548752 3.578806 0.938969 -0.04 0.01 0.02
H -1.858067 2.951219 -2.037981 0.00 -0.02 0.00
H -0.533484 3.833164 -1.292529 0.01 -0.01 0.00
H -0.353416 1.136820 -1.793952 0.01 -0.15 0.07
H 0.401090 1.838028 -0.339645 -0.03 -0.06 0.08
H -3.323965 1.934264 1.342467 0.02 -0.12 0.02
H -3.650480 1.798695 -0.408327 0.00 -0.07 -0.03
C -2.544367 -2.909433 1.184028 0.06 -0.17 0.31
C -1.839650 -2.116201 2.293903 -0.07 -0.06 -0.14
C -0.572749 -2.891550 2.683094 -0.22 0.21 0.17
S -0.079704 -3.803003 1.211735 -0.55 0.25 -0.03
O -0.189240 -5.214083 1.481406 0.30 -0.08 -0.03
O 1.151228 -3.243625 0.686996 0.29 -0.10 -0.03
C -1.453229 -3.292167 0.194819 -0.12 0.12 -0.10
H -3.326056 -2.326301 0.700921 0.06 -0.02 -0.08
H -3.001719 -3.809666 1.601976 -0.03 -0.03 -0.05
H -1.563129 -1.130971 1.914406 -0.13 -0.75 0.35
H -2.486623 -1.965997 3.157407 0.00 -0.05 0.07
H 0.240490 -2.232763 2.977254 0.11 -0.07 -0.01
H -0.763203 -3.617935 3.470684 0.07 -0.10 -0.06
H -1.734265 -4.102588 -0.472590 0.12 -0.03 -0.03
H -1.121662 -2.431318 -0.383992 -0.06 -0.14 -0.01
C -1.306130 -5.615843 -4.057077 -0.09 0.08 -0.01
C -1.781624 -4.952639 -5.356360 0.07 -0.06 0.04
C -1.647483 -3.436740 -5.172153 -0.28 -0.06 -0.12
S -0.312419 -3.191644 -3.996494 0.10 -0.43 -0.44
O -0.816050 -2.592030 -2.789197 0.07 0.29 0.10
O 0.826584 -2.606485 -4.670612 0.03 0.15 0.12
C 0.006384 -4.926983 -3.695876 -0.11 -0.26 0.10
H -1.170871 -6.689253 -4.176000 0.01 -0.01 0.01
H -2.042549 -5.453660 -3.266822 0.01 0.01 0.01
H -1.151625 -5.281360 -6.185217 0.02 0.01 0.01
H -2.807489 -5.224725 -5.596590 -0.02 0.03 0.01
H -1.395460 -2.926302 -6.098097 0.07 0.11 0.08
H -2.548666 -3.003109 -4.740059 0.04 0.01 0.09
H 0.302074 -5.063753 -2.656946 0.04 0.12 0.01
H 0.813131 -5.234302 -4.360949 0.02 0.07 -0.01
C -6.075699 0.030232 -2.007872 -0.05 -0.14 -0.06
C -6.636615 -0.957398 -0.975384 0.05 0.03 -0.03
C -6.458785 -2.369890 -1.548021 -0.21 0.14 0.23
S -5.030949 -2.289360 -2.637522 0.04 0.29 0.23
O -5.459918 -2.534984 -3.991107 0.12 -0.14 -0.08
O -3.936499 -3.030306 -2.064638 0.06 -0.27 -0.14
C -4.725978 -0.537702 -2.438024 -0.15 0.29 0.11
H -5.971829 1.032420 -1.594304 -0.03 0.03 0.00
H -6.747124 0.088673 -2.867033 0.01 0.04 0.00
H -6.077210 -0.864525 -0.042041 0.03 -0.01 0.00
H -7.682656 -0.756796 -0.750681 -0.01 -0.01 0.01
H -6.267715 -3.109876 -0.775158 0.06 -0.09 -0.09
H -7.313092 -2.675062 -2.148750 0.06 -0.02 -0.09
H -4.356087 -0.128933 -3.375520 0.03 -0.13 -0.07
H -3.973945 -0.421582 -1.656201 -0.05 -0.14 -0.12
C 3.631228 7.236086 3.190075 -0.07 0.05 0.07
C 3.165879 7.371471 4.646130 0.02 -0.07 -0.06
C 1.678996 6.994294 4.689048 0.17 0.18 0.22
S 1.415804 5.835640 3.341569 0.35 0.14 0.19
O 0.542626 6.436609 2.368427 -0.18 -0.19 -0.06
O 1.153014 4.518515 3.874062 -0.11 -0.11 -0.20
C 3.090585 5.895469 2.703744 0.22 0.14 -0.08
H 4.715419 7.282681 3.104732 0.00 0.01 -0.01
H 3.211279 8.044814 2.589288 0.01 -0.02 -0.04
H 3.738493 6.689841 5.278063 -0.01 -0.01 -0.01
H 3.322998 8.378609 5.026587 -0.01 0.00 0.01
H 1.399982 6.512739 5.622413 -0.12 -0.05 -0.05
H 1.038450 7.855251 4.509954 -0.06 -0.05 -0.09
H 3.067337 5.800135 1.620192 -0.12 -0.05 0.01
H 3.642314 5.066128 3.145249 -0.02 0.00 0.04
```
Positions in Å, forces in eV/Å.

As for the multiplicity: 1. As for the net charge: +1. The calculation puts the calculated total energy at -4559.9303 Eh. The largest force on an atom comes out at 1.73 eV Å⁻¹. For the frontier orbital gap, the calculation gives 0.2753 Eh.

Entry 3:
Formula: C4H10N11
Source: the OMol25 dataset
Level of theory: the ωB97M-V functional and the def2-TZVPD basis

Structure (XYZ):
```
25
Properties=species:S:1:pos:R:3:forces:R:3
H 3.974724 2.187535 -1.228324 -0.26 -0.27 -0.29
N 3.641391 2.156690 -0.258303 -0.71 -0.11 1.04
N 2.554485 1.611193 -0.161300 1.56 1.14 -1.92
C 1.609602 1.268980 0.620790 -1.98 -2.14 2.50
N 0.524266 1.929583 1.037816 1.27 0.57 -2.17
C -0.751455 1.120272 1.461711 1.37 -0.21 -0.77
N -1.517782 1.941347 2.213909 -1.49 0.30 0.81
N -1.452946 0.751263 0.284847 1.96 -2.88 0.12
N -2.186138 1.546973 -0.492218 -1.13 1.96 1.23
N -2.471226 0.894317 -1.539668 -0.32 2.00 -0.08
N -1.851296 -0.225204 -1.542752 1.12 -4.32 -0.83
C -1.180779 -0.408528 -0.405199 -0.08 0.58 -0.77
N -0.285253 -1.379348 -0.011667 -1.43 0.37 -1.11
C -0.069921 -2.444612 -0.826254 0.46 1.90 2.41
N -0.506975 -2.656046 -2.071194 -0.39 1.63 1.29
N 0.825697 -3.282717 -0.252963 1.57 -3.20 -2.05
H 1.613561 0.166117 0.920176 0.19 1.31 -0.46
H 0.334152 2.828267 0.551049 0.05 -0.57 0.72
H -0.164807 0.233149 1.967378 -2.00 1.19 -0.80
H -0.993745 2.262674 2.967986 0.26 0.98 1.71
H -2.324272 2.515162 1.921280 1.01 -0.90 -0.27
H -1.263610 -2.114464 -2.457974 0.00 0.57 0.18
H -0.292390 -3.478487 -2.521049 0.51 -2.11 -0.97
H 1.246379 -4.008933 -0.955677 -1.03 1.62 2.46
H 0.988339 -3.415182 0.777602 -0.52 0.60 -1.97
```
Positions in Å, forces in eV/Å.

As for the multiplicity: 1. As for the net charge: +1. The calculation puts the calculated total energy at -760.3766 Eh. Its SMILES is [H]/N=N/C=[NH+]/[C@@H](N)n1nnnc1N=C(N)N. The largest force on an atom comes out at 4.54 eV Å⁻¹. The energy above the lowest of the compared OMol25 structures with the same formula, charge and spin comes out at 0.00 kJ/mol. For the frontier orbital gap, the calculation gives 0.2506 Eh.

Entry 4:
Formula: C5H12NO2P
Source: the OMol25 dataset
Level of theory: the ωB97M-V functional and the def2-TZVPD basis

Structure (XYZ):
```
21
Properties=species:S:1:pos:R:3:forces:R:3
C -1.078088 1.690797 -0.654573 -0.20 -1.51 2.59
C 1.149003 0.448744 0.935180 2.10 -1.72 -0.70
C -0.244186 -1.266412 -0.088651 0.41 -1.24 -1.34
C 2.173962 0.515605 -0.249850 -2.95 -2.46 -0.92
C -1.666124 -1.391185 -0.640975 -0.11 1.06 -0.75
N -0.108115 -0.046457 0.534910 -2.04 4.16 1.27
O 3.477654 0.742114 0.108338 1.12 0.75 0.26
O -2.658314 -0.890615 0.232761 -0.10 0.12 -0.84
P -2.144389 1.695328 0.598791 -0.73 0.62 -1.14
H -0.191266 2.080172 -1.059233 0.52 0.27 -1.13
H 1.450310 -0.380096 1.631533 0.58 0.82 0.04
H 1.244270 1.431007 1.401669 -0.97 -0.14 0.43
H 0.005558 -2.145314 0.585799 -0.19 0.87 -0.29
H 0.463766 -1.303271 -0.931795 -0.37 -0.85 -0.19
H 1.673787 1.320681 -0.914176 1.73 -1.21 0.59
H 2.080968 -0.569344 -0.752407 0.35 2.55 0.44
H -1.909095 -2.416477 -0.846549 0.06 -0.60 -0.59
H -1.789501 -0.738937 -1.528886 0.39 -0.67 0.20
H 3.786150 0.034231 0.693412 -0.25 0.25 -0.25
H -2.555436 -1.447845 0.973981 -0.32 -0.61 1.89
H -3.160921 2.637281 -0.029275 0.97 -0.45 0.44
```
Positions in Å, forces in eV/Å.

As for the multiplicity: 1. As for the net charge: 0. The calculation puts the calculated total energy at -744.0342 Eh. The largest force on an atom comes out at 4.80 eV Å⁻¹. The energy above the lowest of the compared OMol25 structures with the same formula, charge and spin comes out at 759.06 kJ/mol. For the frontier orbital gap (alpha / beta), the calculation gives 0.3001 / 0.2666 Eh.

Entry 5:
Formula: C5H12N
Source: the OMol25 dataset
Level of theory: the ωB97M-V functional and the def2-TZVPD basis

Structure (XYZ):
```
18
Properties=species:S:1:pos:R:3:forces:R:3
C -2.165844 -1.235814 -0.056224 0.93 -0.52 -0.59
C -1.471732 -0.411307 -0.840715 -0.74 0.17 0.40
C 0.016389 -0.547367 -1.087262 0.14 -0.88 -0.13
C 0.906080 -0.677690 0.165647 -0.01 0.55 -0.24
C 0.815341 0.485822 1.140605 -1.52 -0.23 -0.05
N 1.167145 1.789010 0.391651 0.31 -0.16 0.82
H -1.656065 -2.130969 0.302144 -0.25 0.19 0.48
H -3.233089 -1.171306 0.085241 -0.02 0.10 -0.02
H -2.078977 0.322270 -1.361959 0.47 0.40 -0.05
H 0.442650 0.169760 -1.799231 -0.34 0.07 0.02
H 0.149875 -1.525490 -1.566685 0.08 0.28 -0.31
H 0.642379 -1.606855 0.659116 0.03 0.06 0.38
H 1.951726 -0.772483 -0.149878 -0.08 -0.15 0.03
H -0.216908 0.762091 1.386694 -0.17 -0.65 -0.22
H 1.195890 0.218401 2.128765 1.18 0.95 -0.35
H 2.121709 2.062536 0.140977 0.14 -0.77 -0.04
H 0.818605 2.588570 0.906156 -0.31 0.24 0.22
H 0.594826 1.680820 -0.445040 0.18 0.35 -0.35
```
Positions in Å, forces in eV/Å.

As for the multiplicity: 1. As for the net charge: +1. The calculation puts the calculated total energy at -252.1701 Eh. Its SMILES is C=CCCC[NH3+]. The largest force on an atom comes out at 1.55 eV Å⁻¹. The energy above the lowest of the compared OMol25 structures with the same formula, charge and spin comes out at 160.19 kJ/mol. For the frontier orbital gap, the calculation gives 0.3539 Eh.

Entry 6:
Formula: C10H7PS
Source: the OMol25 dataset
Level of theory: the ωB97M-V functional and the def2-TZVPD basis

Structure (XYZ):
```
19
Properties=species:S:1:pos:R:3:forces:R:3
C 1.524991 1.217670 -1.553264 1.42 1.67 -1.66
C 2.486650 0.205491 -1.730007 0.22 0.80 -0.63
C 0.360318 1.020271 -0.911845 -1.56 0.69 0.90
C 2.248186 -0.936398 -1.074781 -0.63 -0.95 0.78
C -1.506007 0.833036 1.353885 1.70 -0.08 0.40
C -2.532076 0.662456 2.180182 -1.13 -2.08 -1.25
C 0.140788 -0.161298 -0.150536 -0.86 1.31 -1.47
C -1.100073 -0.335441 0.601160 -0.35 1.36 1.03
C 1.144816 -1.087774 -0.179689 0.75 -1.47 0.01
C -1.950506 -1.376034 0.850001 -1.95 -1.54 -1.86
P 1.045063 -2.416945 0.978400 0.31 -0.56 0.03
S -3.252890 -0.880326 1.926261 0.96 -0.54 -0.44
H 1.633992 2.229389 -1.991504 0.25 -0.86 -0.01
H 3.365243 0.220951 -2.398582 -0.68 0.57 0.40
H -0.335757 1.897587 -1.013206 0.29 -1.36 0.61
H 2.872109 -1.763224 -1.300855 0.57 -0.81 0.36
H -0.843355 1.668678 1.481733 0.06 0.43 -0.41
H -3.078529 1.298383 2.776265 -0.56 1.56 1.39
H -2.222963 -2.296473 0.156383 1.19 1.86 1.84
```
Positions in Å, forces in eV/Å.

As for the multiplicity: 1. As for the net charge: 0. The calculation puts the calculated total energy at -1124.6754 Eh. The largest force on an atom comes out at 3.11 eV Å⁻¹. The energy above the lowest of the compared OMol25 structures with the same formula, charge and spin comes out at 123.10 kJ/mol. For the frontier orbital gap (alpha / beta), the calculation gives 0.2431 / 0.2409 Eh.